Molecular formula: C42H29Cl5N4O4PTi
Method: DFT, wB97M-V/def2-TZVPD

Properties
* DFT total energy: -5629.95602 hartree
* Kohn-Sham gap (spin up / spin down): 5.1733 / 6.2860 eV

```
! wB97M-V def2-TZVPD RIJCOSX def2/J DEFGRID3
* xyz -1 3
H 2.800 -3.146 3.607
Cl -0.378 4.045 2.424
C -2.756 4.526 1.142
O -2.585 0.861 -0.758
N -0.168 1.171 -2.457
C -5.423 0.764 -4.841
C -1.111 0.563 -4.549
H -6.503 0.806 -4.902
Cl -2.779 6.056 1.960
C -3.740 2.920 -0.358
C 2.229 -1.172 4.225
C -1.688 3.639 1.348
C 2.021 0.773 0.656
N -0.426 1.836 -4.607
C -4.976 -0.096 2.387
C 0.128 -2.599 -6.331
C -2.683 -5.521 1.716
H -2.066 -1.818 4.248
O -1.034 -0.909 -2.551
H 1.403 0.770 4.639
C 0.965 -2.526 2.690
C -2.887 -1.347 3.719
C -3.397 -0.506 -4.578
C -3.780 4.164 0.295
H -5.772 0.417 1.862
H -3.100 -3.645 2.643
H 0.850 -3.457 2.147
C -2.802 -1.140 2.342
C 3.718 -0.221 -0.342
O 0.423 3.340 -3.082
H -2.901 -1.455 -4.428
H -3.413 -6.052 2.313
H -2.734 2.803 -4.812
C -0.842 -4.140 0.202
H 1.450 1.470 1.249
C 0.342 -2.121 -7.613
C -4.777 -0.454 -4.666
Ti -0.721 -0.011 -0.519
H 0.262 -0.392 -8.886
C -5.059 -0.316 3.753
H -0.493 -2.130 -4.326
H 0.699 -2.783 -8.392
H 4.740 -0.435 -0.598
C -0.575 -0.411 -5.598
C -2.691 2.025 -0.178
H -5.352 -1.368 -4.588
C -2.639 0.661 -4.655
C -1.574 -3.434 1.158
C -4.011 -0.941 4.420
C 2.068 -2.353 3.516
H 2.391 -1.518 -1.512
H -0.512 0.488 3.125
C 1.284 -0.161 4.097
H -4.066 -1.100 5.490
C -0.331 -1.753 -5.327
C -4.675 1.926 -4.908
C 0.016 -1.517 2.555
C 2.544 -0.746 -0.778
H -5.930 0.016 4.305
Cl -5.027 2.426 -1.417
C 0.192 -0.325 3.261
C -0.020 2.242 -3.326
H 3.086 -1.039 4.874
Cl -5.124 5.231 0.033
O -0.669 1.536 0.894
H 3.987 1.355 1.072
C -3.850 -0.502 1.681
H 0.319 -3.640 -6.101
H -3.759 -0.275 0.624
C -0.356 0.062 -6.889
H -0.727 2.565 -5.230
C -0.759 0.187 -3.101
C -1.631 2.403 0.724
C -3.290 1.875 -4.808
C -1.009 -5.501 -0.002
C 0.098 -0.781 -7.889
C -2.500 -4.159 1.905
N 3.367 0.744 0.574
N 1.490 -0.127 -0.144
H -0.536 1.105 -7.115
C -1.935 -6.193 0.760
H -5.167 2.885 -5.008
P -1.350 -1.604 1.331
H -2.074 -7.255 0.601
Cl 0.347 -3.324 -0.777
H -0.416 -6.000 -0.756
*
```



Molecular formula: C26H32NO5SW
Method: DFT, wB97M-V/def2-TZVPD

Properties
* DFT total energy: -1905.81465 hartree
* Kohn-Sham gap (spin up / spin down): 7.4691 / 6.2844 eV

```
! wB97M-V def2-TZVPD RIJCOSX def2/J DEFGRID3
* xyz 1 3
H -1.648 1.571 1.739
C -1.860 -6.407 3.246
H 0.315 6.641 -5.355
C 0.160 1.980 -1.094
H 1.217 -2.501 4.554
H 0.954 6.482 -2.369
O -1.589 -3.151 -0.220
C 1.471 5.331 -4.098
C 1.361 -1.247 2.696
H 2.829 0.310 -2.284
C -2.097 0.611 1.946
C 1.016 0.124 2.450
C -1.358 -7.570 1.166
C -1.394 -5.229 2.668
H -0.143 -0.363 5.621
C -1.806 -7.579 2.499
C -2.678 0.199 3.218
C 0.290 -0.435 4.606
C -0.957 -6.373 0.560
H 0.478 -1.034 -2.312
C 0.408 0.645 3.645
H -0.343 2.902 -1.399
H 1.945 7.358 -3.555
H 2.252 1.822 -0.518
C 0.702 -0.115 -1.763
C 0.201 5.666 -4.866
H 2.190 2.812 -5.071
W -0.787 -0.986 2.846
H -3.973 -1.575 3.723
C 1.833 0.748 -2.337
H -0.637 5.727 -4.160
H 2.482 4.994 -6.074
H -0.627 -6.324 -0.475
C -3.186 -1.414 1.612
O -0.439 0.831 -1.794
H 1.993 2.917 -1.914
H 0.057 1.819 0.015
H 1.976 -1.874 2.051
C -1.491 -3.894 3.271
C 0.949 -1.580 4.034
H 0.953 -0.413 -0.708
H 0.149 1.699 3.829
H -3.660 -2.251 1.117
C 2.683 4.963 -5.001
H -0.006 4.913 -5.633
O 1.382 4.005 -3.492
H -2.255 -6.334 4.260
C -1.011 -5.218 1.329
C 1.797 6.390 -3.061
C 2.501 3.592 -4.354
H -2.137 -8.505 2.970
H 1.599 1.021 -3.379
C 1.672 1.991 -1.443
H -1.340 -8.499 0.598
H -2.675 0.777 4.141
O -1.974 -3.611 4.375
C -3.376 -1.050 2.982
H 3.626 5.456 -4.731
O 0.799 -3.511 0.472
H 3.378 3.270 -3.767
H 2.714 6.132 -2.522
N -0.987 -2.972 2.320
S -0.617 -3.625 0.735
C -2.412 -0.399 0.970
H 1.288 0.700 1.569
H -2.160 -0.356 -0.084
*
```



Molecular formula: C22H28N2O3S2
Method: DFT, wB97M-V/def2-TZVPD

Properties
* DFT total energy: -1986.75714 hartree
* Kohn-Sham gap: 9.1001 eV

```
! wB97M-V def2-TZVPD RIJCOSX def2/J DEFGRID3
* xyz 0 1
H -0.340 -4.188 0.590
C 5.502 0.756 0.641
C 4.178 -1.106 0.917
N 0.853 0.444 -0.655
C 1.412 -0.702 -1.336
H 0.674 -3.027 -3.288
H -4.180 1.334 3.203
C -3.094 -0.387 2.397
C 1.068 4.991 -0.665
H -2.167 -1.415 0.691
C 0.415 -4.245 -1.482
C -3.322 0.350 0.117
H 1.719 -0.397 -2.340
C -4.139 1.302 1.013
C 0.392 -3.702 -0.057
H -3.925 -1.607 0.821
C -1.481 0.824 -1.423
S 3.970 1.446 1.010
H 0.316 1.175 -2.511
C -4.243 0.619 2.384
H -1.877 3.498 -0.993
H -3.237 -1.175 3.135
C 0.135 2.751 -1.113
H 1.388 -3.791 0.405
C -0.823 3.700 -0.936
C 1.817 -0.281 1.500
H -2.151 0.118 2.607
H 1.661 0.015 2.543
C -0.287 4.982 -0.673
H 2.295 -1.049 -0.801
H 1.732 5.813 -0.488
C -0.012 1.308 -1.471
C 0.398 -1.854 -1.464
O 0.029 -2.340 -0.173
H -3.821 0.123 -0.828
H -0.891 5.853 -0.496
S 1.725 3.435 -0.982
C 5.465 -0.599 0.628
H 1.502 -1.319 1.391
H 6.337 1.402 0.458
H -0.514 -1.480 -1.942
H -3.612 2.252 1.098
H 6.318 -1.220 0.421
O -2.015 0.359 -2.413
H 1.026 -5.139 -1.580
H -5.122 1.501 0.590
C 0.887 0.611 0.685
H -0.600 -4.464 -1.813
H 2.064 -3.036 -2.188
N -2.052 0.950 -0.225
H -1.481 1.307 0.538
O 0.213 1.459 1.253
C 3.257 -0.129 1.146
H 3.950 -2.157 0.962
C -3.095 -0.913 0.965
H -5.193 0.089 2.468
C 0.974 -3.046 -2.243
*
```



Calculated molecular weight, 909.82, 654.45, 432.61 g mol⁻¹ (same order as the records).
Calculated energy relative to the best compared isomer or geometry (same formula, charge and spin), 0.0, 0.0, 10.5 kcal/mol (same order as the records).